The following is a quantum chemistry calculation of the molecule C3H2N2O at a distorted geometry, from the Open Molecules 2025 dataset.

Results
Multiplicity: 1
Charge: 0

XYZ file:
```
8
Properties=species:S:1:pos:R:3:forces:R:3:mulliken_charge:R:1
O -2.02798 -0.07813 -0.07632 3.64 0.59 1.16 -0.431
C -0.81303 0.01230 0.12038 -2.34 -1.56 -2.26 0.419
C 0.13334 1.17958 0.03228 4.10 1.17 0.48 0.037
N 1.35427 0.69858 -0.08292 -1.25 2.09 0.79 -0.422
C 1.29199 -0.71955 0.04055 -3.73 1.94 -1.22 0.010
N 0.10945 -1.16088 0.00684 -1.48 -0.86 1.33 -0.411
H 0.18709 2.32199 0.09128 -1.31 -1.86 -0.28 0.361
H 2.11681 -1.29486 -0.10741 2.37 -1.51 0.00 0.436
```
Forces are in eV/Å.

The following is a quantum chemistry calculation of a cluster of 2 separate species, C3H2N2O in total at a distorted geometry, from the Open Molecules 2025 dataset.

Results
Multiplicity: 1
Charge: 0

XYZ file:
```
8
Properties=species:S:1:pos:R:3:forces:R:3:mulliken_charge:R:1
O 1.26555 -0.11916 -0.18268 -0.38 -0.56 0.13 -0.506
C 0.22291 -0.68141 0.06032 0.53 0.06 -0.07 0.173
C 0.07561 -1.46327 1.28216 -0.05 -0.71 1.00 0.122
N -0.03103 -2.06769 2.26127 0.04 0.51 -0.87 -0.252
C -1.26853 1.88807 -0.54202 0.82 0.24 -0.81 -0.066
N -0.24736 1.77736 -1.11869 -0.88 0.04 0.70 -0.252
H 0.64885 1.28771 -1.17247 -0.24 0.46 -0.25 0.342
H -0.66600 -0.62161 -0.58789 0.17 -0.04 0.16 0.439
```
Forces are in eV/Å.

The following is a quantum chemistry calculation of the molecule C3H2N2O2 at a distorted geometry, from the Open Molecules 2025 dataset.

Results
Multiplicity: 1
Charge: 0

XYZ file:
```
9
Properties=species:S:1:pos:R:3:forces:R:3:mulliken_charge:R:1
O 0.52640 -0.56214 3.17650 -0.13 -1.60 3.39 -0.368
C 0.51089 -0.03545 2.17483 0.00 0.71 -2.37 0.461
N 0.60933 0.54556 1.14878 -0.21 0.65 -1.86 -0.226
C 0.31345 0.81882 -0.17102 1.32 1.44 -1.32 -0.059
C -0.36055 0.13654 -1.12519 0.20 0.94 -1.37 -0.004
N -0.68101 -1.19131 -1.42750 -0.37 -2.55 0.18 -0.031
O -1.52869 -1.91028 -0.95531 0.55 1.47 0.41 -0.273
H 0.93229 1.72247 -0.60685 -1.64 -1.67 1.19 0.225
H -0.32211 0.47580 -2.21423 0.27 0.61 1.75 0.274
```
Forces are in eV/Å.

Gap between HOMO and LUMO: 8.76; 10.46; 8.27 (eV)
Energy relative to the best compared isomer or geometry (same formula, charge and spin): 97.9; 156.1; 393.5 (kJ/mol)
E_LUMO: -1.991; -1.470; -0.743 (eV)